Entry 1:
A 2-piece molecular cluster, C4H12ClN2 overall in a non-equilibrium geometry. Source: OMol25; level of theory: ωB97M-V/def2-TZVPD.

XYZ file:
```
19
Properties=species:S:1:pos:R:3:forces:R:3:mulliken_charge:R:1
C -0.8062 -1.6375 -0.0525 -1.466 -0.859 0.871 -1.252
C -0.2873 0.5634 -1.4138 1.205 3.199 1.261 -1.325
C -0.6414 1.6353 0.8810 0.452 -0.085 1.589 -0.913
C 0.1031 -0.6249 0.6445 1.524 -4.505 -2.874 0.105
N 1.9605 -1.0803 -0.0787 -3.547 2.526 -0.048 -0.469
N 0.0619 0.6476 0.0164 -1.309 -0.936 1.453 0.367
Cl 2.8455 0.3441 0.4167 0.536 -0.792 0.070 -0.106
H -0.5361 -1.8157 -1.1286 0.454 -0.700 1.457 0.412
H -1.0753 -2.5149 0.6510 1.191 0.973 -1.592 0.306
H -1.8427 -1.2695 -0.2516 0.550 0.469 0.686 0.387
H -0.1773 1.5629 -1.7671 -0.412 0.952 -0.342 0.474
H 0.4386 0.0670 -1.9425 1.513 -1.891 -0.891 0.365
H -1.2402 0.2355 -1.4807 -2.818 -0.986 -0.695 0.588
H -1.2794 2.1406 0.2448 -1.123 1.629 -1.017 0.381
H -1.2443 1.2922 1.7447 0.256 -0.917 -0.899 0.370
H 0.1050 2.2342 1.3955 0.135 0.450 -0.549 0.361
H 0.2019 -0.7193 1.7049 0.132 0.606 0.468 0.578
H 2.3854 -1.8737 0.3344 0.403 -0.908 1.237 0.298
H 1.0282 0.8129 0.0815 2.323 1.776 -0.184 0.072
```
Positions in Å, forces in eV/Å.

The strongest force on any atom is 5.56 eV/A. As for the total charge: +1. The calculated total energy comes out at -19834.344 eV. The lowest unoccupied orbital energy is -3.91 eV.


Entry 2:
C4H12CsO2 as an isolated structure in a non-equilibrium geometry. Source: OMol25; level of theory: ωB97M-V/def2-TZVPD.

XYZ file:
```
19
Properties=species:S:1:pos:R:3:forces:R:3:mulliken_charge:R:1
Cs -2.6428 1.2839 -0.4756 0.014 0.101 -0.132 1.022
C -0.8875 -2.8017 0.6909 -1.016 -1.950 -1.967 -1.243
C -0.8102 -1.5292 1.3860 -0.540 0.738 1.332 0.645
O -0.9681 -1.8444 2.7683 0.771 0.249 0.191 -0.538
H -1.8884 -3.2078 0.8368 0.012 -0.227 0.201 0.328
H -0.1899 -3.6028 0.9350 0.242 0.474 0.561 0.321
H -0.8105 -2.7197 -0.3933 0.170 0.365 -0.194 0.324
H -1.6868 -0.9111 1.1920 -0.236 0.146 -0.769 -0.371
H 0.0579 -0.9481 1.0749 0.467 0.092 0.628 0.216
H -1.3819 -1.1132 3.2328 0.152 0.044 0.098 0.285
C 1.2517 2.2506 -2.1982 0.575 0.039 -0.744 -1.024
C 1.4756 1.6681 -0.8544 1.284 0.721 0.123 -0.192
O 0.2860 1.7390 -0.1301 -2.097 -0.730 0.898 -0.486
H 1.2447 3.3389 -2.1375 -0.580 -0.089 -0.311 0.276
H 0.3806 1.7696 -2.6431 -0.345 0.463 -0.071 0.251
H 2.0624 1.9700 -2.8706 0.174 0.102 0.073 0.345
H 2.0900 2.3237 -0.2372 1.197 -0.373 -0.604 0.306
H 1.8733 0.6598 -0.9688 -0.024 -0.154 0.481 0.265
H 0.5438 1.6745 0.7924 -0.219 -0.013 0.205 0.273
```
Positions in Å, forces in eV/Å.

The strongest force on any atom is 2.95 eV/A. As for the total charge: +1. The calculated total energy comes out at -8979.245 eV. The lowest unoccupied orbital energy is -3.65 eV.


Entry 3:
A 2-piece molecular cluster, C4H12IN2 overall in a non-equilibrium geometry. Source: OMol25; level of theory: ωB97M-V/def2-TZVPD.

XYZ file:
```
19
Properties=species:S:1:pos:R:3:forces:R:3:lowdin_spin:R:1
C -1.8008 -0.0339 -0.3620 -0.120 0.705 -0.093 0.006
C -0.1204 1.5845 0.6225 1.710 0.052 1.430 0.012
C 1.4064 -0.7880 1.2945 -1.891 0.003 -0.192 0.006
C -0.5820 0.1420 0.4633 -0.624 1.467 -0.571 0.006
N 0.7003 -0.2388 -1.6526 -2.812 5.521 -2.474 0.687
N -0.0267 -0.9089 0.9356 -1.028 0.849 1.476 0.025
I 1.5157 -2.1309 -2.4223 0.842 -1.609 -0.650 1.216
H -2.6355 -0.2127 0.2876 -0.853 0.451 0.331 0.001
H -1.9169 0.8624 -1.0169 -0.352 -0.852 0.610 0.001
H -1.7102 -0.9325 -0.9391 0.003 -0.389 -0.503 0.001
H 0.6449 1.7639 -0.2164 -1.662 0.403 1.176 0.005
H 0.4912 1.7820 1.5869 -1.023 -0.568 -1.454 0.001
H -1.0105 2.2606 0.7451 0.951 -0.599 -0.914 0.001
H 1.7101 -0.9184 0.3061 2.052 -0.368 -1.403 0.010
H 1.5463 0.2620 1.5352 0.424 -0.512 0.603 0.001
H 1.7550 -1.5425 1.9524 0.241 -0.336 0.741 0.000
H -0.2701 -0.0804 -2.1705 2.234 -1.125 1.270 -0.001
H -0.6733 -1.7098 0.8681 1.489 -0.260 0.108 0.002
H 0.9768 0.8394 -1.8176 0.418 -2.832 0.511 0.020
```
Positions in Å, forces in eV/Å.

The strongest force on any atom is 6.67 eV/A. As for the total charge: +1. The expectation value of S² is 2.01. The calculated total energy comes out at -15412.103 eV. The spin multiplicity is 3. The lowest unoccupied orbital energy (alpha / beta) is -3.80 / -6.60 eV.


Entry 4:
A 3-piece molecular cluster, C4H12IO3 overall in a non-equilibrium geometry. Source: OMol25; level of theory: ωB97M-V/def2-TZVPD.

XYZ file:
```
20
Properties=species:S:1:pos:R:3:forces:R:3:mulliken_charge:R:1
I -17.2620 3.1666 -4.7419 -0.019 -0.017 0.025 -0.988
C -11.1898 5.3906 -0.5953 0.177 0.802 -1.252 -0.929
C -11.6098 4.6269 -1.8516 -0.157 0.653 -0.742 -0.242
O -12.8893 4.1095 -1.6925 -0.906 -0.931 0.980 -0.531
H -10.2260 5.8520 -0.8103 0.454 -0.331 0.269 0.307
H -11.1896 4.8976 0.3768 -0.150 -0.188 -0.325 0.298
H -11.8309 6.2716 -0.6274 -0.378 -0.123 0.728 0.254
H -10.9119 3.8905 -2.2500 0.249 -0.432 0.557 0.274
H -11.6853 5.3437 -2.6693 0.428 0.483 -0.031 0.241
H -13.4688 4.2090 -2.4514 0.214 0.031 -0.198 0.322
C -23.4136 1.4199 -4.3664 -2.237 -0.151 -0.454 -0.440
C -24.5039 0.8854 -5.3789 -1.957 1.113 2.759 -0.419
O -24.1382 0.1150 -6.4410 1.631 -0.829 -0.569 -0.493
O -22.5515 2.2451 -5.0366 1.983 0.269 -1.289 -0.509
H -22.9149 0.6402 -3.7907 -0.035 -0.292 -0.219 0.354
H -23.8784 2.1160 -3.6682 -0.869 -0.600 0.456 0.238
H -25.1519 1.6711 -5.7675 0.508 1.065 0.099 0.287
H -25.2630 0.3685 -4.7918 0.176 -0.671 0.357 0.314
H -23.2636 0.4745 -6.6065 0.481 -0.278 -0.894 0.332
H -21.6601 1.9624 -4.8194 0.408 0.426 -0.259 0.330
```
Positions in Å, forces in eV/Å.

The strongest force on any atom is 3.56 eV/A. As for the total charge: -1. The calculated total energy comes out at -18586.668 eV. The lowest unoccupied orbital energy is 2.96 eV.


Q: Which of these has the lowest calculated total energy?
A: C4H12ClN2


Q: Number 2 is which compound?
A: C4H12CsO2


What did the fourth record say?
A 3-piece molecular cluster, C4H12IO3 overall in a non-equilibrium geometry. Source: OMol25; level of theory: ωB97M-V/def2-TZVPD.

XYZ file:
```
20
Properties=species:S:1:pos:R:3:forces:R:3:mulliken_charge:R:1
I -17.2620 3.1666 -4.7419 -0.019 -0.017 0.025 -0.988
C -11.1898 5.3906 -0.5953 0.177 0.802 -1.252 -0.929
C -11.6098 4.6269 -1.8516 -0.157 0.653 -0.742 -0.242
O -12.8893 4.1095 -1.6925 -0.906 -0.931 0.980 -0.531
H -10.2260 5.8520 -0.8103 0.454 -0.331 0.269 0.307
H -11.1896 4.8976 0.3768 -0.150 -0.188 -0.325 0.298
H -11.8309 6.2716 -0.6274 -0.378 -0.123 0.728 0.254
H -10.9119 3.8905 -2.2500 0.249 -0.432 0.557 0.274
H -11.6853 5.3437 -2.6693 0.428 0.483 -0.031 0.241
H -13.4688 4.2090 -2.4514 0.214 0.031 -0.198 0.322
C -23.4136 1.4199 -4.3664 -2.237 -0.151 -0.454 -0.440
C -24.5039 0.8854 -5.3789 -1.957 1.113 2.759 -0.419
O -24.1382 0.1150 -6.4410 1.631 -0.829 -0.569 -0.493
O -22.5515 2.2451 -5.0366 1.983 0.269 -1.289 -0.509
H -22.9149 0.6402 -3.7907 -0.035 -0.292 -0.219 0.354
H -23.8784 2.1160 -3.6682 -0.869 -0.600 0.456 0.238
H -25.1519 1.6711 -5.7675 0.508 1.065 0.099 0.287
H -25.2630 0.3685 -4.7918 0.176 -0.671 0.357 0.314
H -23.2636 0.4745 -6.6065 0.481 -0.278 -0.894 0.332
H -21.6601 1.9624 -4.8194 0.408 0.426 -0.259 0.330
```
Positions in Å, forces in eV/Å.

The strongest force on any atom is 3.56 eV/A. As for the total charge: -1. The calculated total energy comes out at -18586.668 eV. The lowest unoccupied orbital energy is 2.96 eV.